11
Properties=species:S:1:pos:R:3:forces:R:3:lowdin_charge:R:1 method="wB97M-V/def2-TZVPD" homo_energy_ev=-9.319 de_lowest_kcal_mol=107.4 fmax_ev_per_a=6.001 molar_mass_g_mol=74.1
H -0.077 -1.381 -0.576 2.0 -0.4 -0.7 -0.003
H -1.300 -0.426 -1.207 0.4 -1.6 -1.0 0.055
O 1.809 -0.710 0.093 0.1 -4.0 3.4 -0.064
N 1.451 0.423 -0.386 0.0 5.1 -2.0 -0.118
H 0.198 1.995 -0.727 0.4 -0.7 0.3 0.109
N -0.953 -0.996 -0.435 -4.5 3.7 1.3 0.003
C 0.348 1.038 -0.193 -1.1 -1.1 0.3 -0.165
H 1.427 -0.985 1.016 0.3 0.9 -2.0 0.155
C -0.836 0.292 0.465 3.2 -1.8 0.2 -0.188
H -1.748 0.953 0.596 1.0 -1.5 0.1 0.121
H -0.318 -0.204 1.354 -1.7 1.4 0.0 0.094